Record 1
Density functional theory data (ωB97M-V/def2-TZVPD) for a single C5H14N2 molecule.

Element x y z (Å)
N (1.14495, 2.85114, -0.19893)
C (1.58750, 2.00506, 0.88955)
C (1.33815, 0.45000, 0.75901)
N (0.13452, 0.17273, -0.03574)
C (-0.30666, -1.22011, 0.15630)
C (-1.40284, -1.46237, -0.92126)
C (-2.31077, -2.65798, -0.68254)
H (0.17665, 3.10775, -0.08749)
H (1.25154, 2.46227, -1.12923)
H (1.10418, 2.30373, 1.81302)
H (2.66943, 2.14248, 0.97540)
H (1.13383, 0.18381, 1.80804)
H (2.25384, -0.02212, 0.41957)
H (-0.56179, 0.76058, 0.38052)
H (0.45145, -1.99529, 0.20925)
H (-0.77132, -1.30705, 1.15606)
H (-1.87566, -0.54128, -1.25815)
H (-0.76134, -1.57138, -1.80904)
H (-1.75908, -3.43379, -0.16456)
H (-3.17885, -2.44784, -0.05212)
H (-2.69394, -3.03937, -1.63064)

Computed properties:
SMILES	CCCNCCN
gap between HOMO and LUMO	9.994	eV
strongest force on any atom	0.055	Eh/bohr

How positive or negative is each atom? The natural (NBO) charges in e answer that:
1 N -0.84
2 C -0.22
3 C -0.24
4 N -0.62
5 C -0.21
6 C -0.41
7 C -0.61
8 H 0.35
9 H 0.37
10 H 0.18
11 H 0.18
12 H 0.16
13 H 0.19
14 H 0.34
15 H 0.20
16 H 0.15
17 H 0.21
18 H 0.20
19 H 0.20
20 H 0.20
21 H 0.21

=====

Record 2
Density functional theory data (ωB97M-V/def2-TZVPD) for a single C21H26N2O5S molecule.

Element x y z (Å)
C (4.74765, -3.02137, -4.76483)
H (5.03190, -3.59638, -3.88664)
H (5.29725, -3.40337, -5.62184)
H (5.03702, -1.98603, -4.60552)
C (3.24175, -3.13584, -5.01264)
C (2.46904, -2.69358, -3.79506)
C (1.65723, -3.59343, -3.11224)
C (0.94759, -3.20043, -1.99078)
C (1.05243, -1.89767, -1.54691)
C (1.85224, -0.98534, -2.20745)
C (2.55886, -1.38564, -3.32641)
H (3.18717, -0.67188, -3.83647)
H (1.92313, 0.02148, -1.82786)
S (0.09020, -1.36759, -0.14106)
O (0.79668, -0.28009, 0.49494)
O (-0.24422, -2.50673, 0.66047)
N (-1.28141, -0.80618, -0.92364)
C (-2.50237, -1.50988, -0.60658)
C (-3.07116, -1.04994, 0.74360)
N (-2.67342, 0.32330, 1.00942)
C (-3.44702, 0.90022, 2.08982)
C (-3.07227, 2.33304, 2.46720)
O (-3.95365, 3.16545, 2.55586)
C (-1.66948, 2.64514, 2.77261)
C (-1.38681, 3.88286, 3.35680)
C (-0.09242, 4.23763, 3.67328)
C (0.95479, 3.37334, 3.38372)
C (0.68316, 2.13472, 2.77157)
C (-0.61697, 1.76771, 2.49549)
H (-0.80560, 0.81361, 2.03124)
O (1.76130, 1.35053, 2.48289)
H (1.48160, 0.63624, 1.88135)
O (2.23127, 3.71249, 3.67137)
H (2.79509, 2.97898, 3.38144)
H (0.13321, 5.18501, 4.13593)
H (-2.20668, 4.55324, 3.56327)
H (-4.52931, 0.90384, 1.86447)
H (-3.28831, 0.27870, 2.97857)
C (-2.64894, 1.11352, -0.20402)
C (-1.45711, 0.62896, -1.04474)
H (-1.60068, 0.88319, -2.10143)
H (-0.53754, 1.09311, -0.68765)
H (-2.50949, 2.16364, 0.05621)
H (-3.58870, 1.02516, -0.77607)
H (-2.66494, -1.67388, 1.54463)
H (-4.17038, -1.16263, 0.73237)
H (-3.21059, -1.32381, -1.41910)
H (-2.27334, -2.57368, -0.57489)
H (0.32593, -3.89081, -1.44346)
H (1.58161, -4.61324, -3.46052)
C (2.82954, -2.32620, -6.24402)
H (1.75701, -2.40317, -6.40734)
H (3.08446, -1.27677, -6.12286)
H (3.34168, -2.70286, -7.12621)
H (3.00656, -4.18847, -5.20248)

Computed properties:
SMILES	CC(C)c1ccc(S(=O)(=O)N2CCN(CC(=O)c3ccc(O)c(O)c3)CC2)cc1
gap between HOMO and LUMO	8.576	eV
strongest force on any atom	0.022	Eh/bohr

How positive or negative is each atom? The natural (NBO) charges in e answer that:
1 C -0.59
2 H 0.21
3 H 0.21
4 H 0.20
5 C -0.24
6 C 0.00
7 C -0.22
8 C -0.13
9 C -0.36
10 C -0.19
11 C -0.17
12 H 0.21
13 H 0.23
14 S 2.34
15 O -0.99
16 O -0.93
17 N -0.67
18 C -0.24
19 C -0.23
20 N -0.45
21 C -0.31
22 C 0.56
23 O -0.55
24 C -0.21
25 C -0.15
26 C -0.27
27 C 0.27
28 C 0.29
29 C -0.27
30 H 0.26
31 O -0.73
32 H 0.52
33 O -0.66
34 H 0.50
35 H 0.23
36 H 0.23
37 H 0.19
38 H 0.22
39 C -0.24
40 C -0.23
41 H 0.20
42 H 0.23
43 H 0.23
44 H 0.17
45 H 0.21
46 H 0.17
47 H 0.21
48 H 0.24
49 H 0.23
50 H 0.22
51 C -0.59
52 H 0.21
53 H 0.20
54 H 0.21
55 H 0.20

=====

Record 3
Density functional theory data (ωB97M-V/def2-TZVPD) for 23 unconnected molecules or ions with the total composition C12H70O29.

Element x y z (Å)
O (3.68193, 2.19286, 0.01598)
H (3.63411, 2.86339, 0.70724)
H (2.86509, 2.28437, -0.42058)
O (-4.12985, 1.02968, -3.05607)
H (-4.24147, 0.08268, -3.22089)
H (-3.20965, 1.17851, -3.17536)
O (0.85983, 0.48705, -3.60453)
H (1.33470, 0.26264, -2.83106)
H (1.40300, 0.97168, -4.19670)
O (2.40060, 1.57424, 3.27944)
H (3.31864, 1.69392, 3.49408)
H (1.85303, 1.21056, 4.00581)
O (1.10389, 3.01167, -1.45353)
H (0.58850, 3.55106, -0.85057)
H (0.34643, 2.60082, -1.80367)
O (-3.08283, -0.79754, 2.19528)
H (-3.23431, 0.16418, 1.93525)
H (-3.36780, -0.73858, 3.13658)
O (2.88965, 4.05906, 1.74002)
H (2.42271, 4.76490, 1.31873)
H (2.29243, 3.38537, 2.12508)
O (-0.17495, -2.32503, -2.66602)
H (-0.28869, -1.43129, -2.22962)
H (0.37704, -2.83409, -2.02154)
O (-2.28781, -2.95725, -0.97619)
H (-1.83665, -2.96494, -1.80603)
H (-2.94724, -2.23929, -0.91891)
O (3.06094, -3.04894, 0.56120)
H (3.85073, -2.61416, 0.97682)
H (2.86918, -3.79253, 1.17457)
O (0.80183, -3.78905, -0.70547)
H (1.73195, -3.54390, -0.46354)
H (0.34609, -3.42310, 0.14989)
O (-0.89450, -1.09646, 3.57845)
H (-1.67549, -0.80010, 3.10044)
H (-1.06072, -2.04330, 3.81226)
O (-1.71650, 2.26775, -2.30418)
H (-1.47999, 2.54441, -3.23058)
H (-2.31002, 2.97269, -1.95979)
O (-4.38841, -1.12109, -0.19743)
H (-5.07585, -1.75955, -0.13731)
H (-4.13266, -0.91433, 0.67944)
O (0.47504, 0.69435, 4.82555)
H (0.03846, 0.00229, 4.37396)
H (-0.10126, 1.41288, 4.87199)
O (4.20037, -0.41634, 0.62461)
H (3.36069, -0.86858, 0.80945)
H (4.00486, 0.45228, 0.89112)
O (-0.06341, -3.06992, 1.88742)
H (-0.98160, -3.27909, 1.74929)
H (-0.03840, -2.17178, 2.13051)
C (-2.15531, -0.55736, -5.05271)
C (-1.24651, -1.49217, -5.84111)
O (-1.89585, -2.74209, -5.99712)
O (-2.42994, -0.97040, -3.69024)
H (-3.04811, -0.53870, -5.64593)
H (-1.83037, 0.48489, -5.07868)
H (-0.34973, -1.76866, -5.36356)
H (-0.98407, -0.97699, -6.80443)
H (-1.20081, -3.47690, -5.86700)
H (-1.64613, -1.50565, -3.47180)
C (2.82812, -3.26408, 4.73412)
C (2.36153, -1.98179, 4.02407)
O (3.31686, -1.03392, 3.67309)
O (1.72671, -4.06280, 4.73630)
H (3.44976, -3.23726, 5.65911)
H (3.52932, -3.66599, 3.98901)
H (1.68227, -1.37629, 4.72905)
H (1.87984, -2.16472, 3.07543)
H (2.87847, -0.29092, 3.21045)
H (2.04312, -4.85602, 5.14891)
C (3.36770, -1.01774, -2.55724)
C (4.52782, -1.33470, -3.51406)
O (4.49693, -2.62670, -3.77747)
O (3.15386, 0.40123, -2.24555)
H (3.60603, -1.48990, -1.62920)
H (2.49327, -1.54716, -2.81123)
H (5.54925, -1.08723, -3.21357)
H (4.30264, -0.60951, -4.38560)
H (5.38244, -2.86741, -4.03893)
H (3.44102, 0.53188, -1.28999)
C (-5.53564, 1.94042, 0.22892)
C (-4.05118, 2.24796, 0.59491)
O (-3.67682, 1.75102, 1.87652)
O (-5.75089, 2.19266, -1.13663)
H (-6.10859, 2.62897, 0.81056)
H (-5.67625, 0.86673, 0.36740)
H (-3.86054, 3.35122, 0.64586)
H (-3.28642, 1.85237, -0.14141)
H (-3.26928, 2.46307, 2.36453)
H (-5.16959, 1.66491, -1.65953)
C (0.94454, -0.26063, 0.38042)
C (-0.64322, -0.04736, 0.22467)
O (-0.86569, -0.10352, -1.14289)
O (1.40280, -0.23919, 1.65817)
H (1.45795, 0.54274, -0.14486)
H (1.30054, -1.10958, -0.22106)
H (-0.89190, 0.87757, 0.59221)
H (-1.28961, -0.75088, 0.81154)
H (-1.17172, 0.76962, -1.47443)
H (1.38415, 0.59825, 2.03217)
C (-1.17026, 3.86822, 1.18802)
C (-0.16661, 3.16589, 2.12027)
O (-0.92930, 2.31647, 2.91342)
O (-0.44120, 4.80178, 0.41093)
H (-2.03371, 4.24479, 1.74307)
H (-1.51152, 3.11577, 0.44586)
H (0.32585, 3.86270, 2.72124)
H (0.62653, 2.62599, 1.45946)
H (-1.55252, 2.73015, 3.59140)
H (-1.01164, 5.48188, 0.11430)

Computed properties:
gap between HOMO and LUMO	8.490	eV
strongest force on any atom	0.106	Eh/bohr

Löwdin atomic charge list, values in e, 99 entries:
1 O -0.03
2 H 0.01
3 H -0.03
4 O -0.04
5 H 0.06
6 H -0.02
7 O -0.01
8 H -0.03
9 H 0.04
10 O -0.05
11 H 0.08
12 H 0.02
13 O 0.00
14 H 0.00
15 H -0.03
16 O -0.09
17 H 0.04
18 H 0.10
19 O -0.04
20 H 0.05
21 H 0.01
22 O -0.11
23 H 0.03
24 H 0.01
25 O -0.06
26 H -0.02
27 H 0.00
28 O -0.07
29 H 0.08
30 H 0.08
31 O -0.10
32 H 0.01
33 H 0.06
34 O -0.06
35 H -0.01
36 H 0.11
37 O -0.06
38 H 0.12
39 H 0.09
40 O -0.01
41 H 0.06
42 H -0.02
43 O -0.01
44 H -0.04
45 H 0.01
46 O -0.03
47 H 0.00
48 H -0.02
49 O -0.01
50 H 0.06
51 H -0.03
52 C -0.22
53 C -0.26
54 O -0.08
55 O -0.09
56 H 0.11
57 H 0.10
58 H 0.09
59 H 0.13
60 H 0.14
61 H 0.03
62 C -0.27
63 C -0.25
64 O -0.09
65 O -0.04
66 H 0.14
67 H 0.11
68 H 0.13
69 H 0.08
70 H 0.03
71 H 0.09
72 C -0.19
73 C -0.32
74 O -0.01
75 O -0.11
76 H 0.09
77 H 0.09
78 H 0.12
79 H 0.14
80 H 0.10
81 H 0.07
82 C -0.22
83 C -0.21
84 O -0.09
85 O -0.05
86 H 0.12
87 H 0.10
88 H 0.12
89 H 0.12
90 H 0.06
91 H 0.01
92 C -0.20
93 C -0.17
94 O -0.08
95 O -0.05
96 H 0.09
97 H 0.11
98 H 0.06
99 H 0.11

=====

Record 4
Density functional theory data (ωB97M-V/def2-TZVPD) for a molecular structure, C3H4F2O.

Element x y z (Å)
C (-2.12268, 0.32701, 0.57972)
C (-1.35343, 0.41801, -0.34119)
C (2.37518, 0.24678, -0.45111)
O (2.13091, -0.02906, 0.89005)
F (3.07067, 1.30022, -0.56641)
F (3.22423, -0.83103, -0.88935)
H (-2.72196, 0.18008, 1.44550)
H (1.18546, 0.01739, -1.03262)
H (-0.90017, 0.99561, -1.11522)
H (1.21741, -0.23582, 1.36918)

Computed properties:
gap between HOMO and LUMO	11.988	eV
strongest force on any atom	0.151	Eh/bohr

How positive or negative is each atom? The natural (NBO) charges in e answer that:
1 C -0.20
2 C -0.28
3 C 0.81
4 O -0.78
5 F -0.29
6 F -0.39
7 H 0.24
8 H 0.11
9 H 0.24
10 H 0.53

=====

Which of these has the highest gap between HOMO and LUMO? C3H4F2O